--- A ---
A 3-piece molecular cluster, C3H12N2O2 overall. Source: the OMol25 dataset; level of theory: ωB97M-V/def2-TZVPD.

```
! wB97M-V def2-TZVPD RIJCOSX def2/J DEFGRID3
* xyz 0 1
C 0.425 -2.037 2.430
C -0.120 -0.754 1.815
N 0.156 -0.718 0.387
C 0.098 0.382 -0.220
N -0.314 1.650 0.267
H 0.119 -2.139 3.468
H 0.011 -2.858 1.870
H 1.489 -2.144 2.248
H -1.187 -0.652 2.015
H 0.415 0.064 2.318
H 0.146 0.398 -1.308
H -0.512 1.586 1.256
H -1.140 1.930 -0.250
O 2.095 4.645 -4.621
H 1.392 4.786 -5.268
H 2.353 3.745 -4.856
O -1.779 -2.719 -0.895
H -2.566 -2.795 -0.334
H -1.082 -2.369 -0.322
*
```

Values from the calculation:
LUMO level = 0.027 Ha
HOMO-LUMO gap = 10.5 eV
Molecular weight = 108.14 g/mol
SMILES = CC/N=C\N.O.O
HOMO = -9.72 eV

=====

--- B ---
A 2-piece molecular cluster, C3H12N2O2 overall. Source: the OMol25 dataset; level of theory: ωB97M-V/def2-TZVPD.

```
! wB97M-V def2-TZVPD RIJCOSX def2/J DEFGRID3
* xyz 0 1
N -0.608 -2.360 -0.972
C -1.380 -1.162 -0.768
N -0.711 -0.170 0.091
C 0.080 0.802 -0.665
C 0.177 2.148 -0.047
O 1.133 2.290 0.976
H 0.363 -2.203 -1.214
H -0.611 -2.941 -0.148
H -1.787 -0.770 -1.692
H -2.191 -1.490 -0.122
H -1.376 0.381 0.626
H 1.015 0.363 -0.948
H -0.407 0.987 -1.634
H 0.268 2.915 -0.824
H -0.809 2.344 0.393
H 1.998 2.439 0.572
O 1.452 -1.345 2.448
H 2.304 -1.565 2.059
H 1.091 -0.663 1.868
*
```

Values from the calculation:
LUMO level = 0.027 Ha
HOMO-LUMO gap = 10.0 eV
Molecular weight = 108.14 g/mol
SMILES = NCNCCO.O
HOMO = -9.28 eV

=====

--- C ---
A 3-piece molecular cluster, C3H12N2O2 overall. Source: the OMol25 dataset; level of theory: ωB97M-V/def2-TZVPD.

```
! wB97M-V def2-TZVPD RIJCOSX def2/J DEFGRID3
* xyz 0 1
C -1.867 -0.063 -1.103
C -2.082 0.481 0.121
N -1.186 1.238 0.800
H -2.698 -0.458 -1.663
H -1.009 0.244 -1.680
H -2.977 0.221 0.675
H -1.232 1.219 1.806
H -0.246 1.304 0.409
C 2.190 -0.652 0.308
O 2.547 0.713 0.429
N 1.594 1.543 -0.254
H 1.199 -0.863 0.720
H 2.222 -0.972 -0.740
H 2.952 -1.190 0.870
H 1.818 2.481 0.071
H 1.826 1.503 -1.250
O -0.775 -2.173 0.448
H -1.072 -3.072 0.285
H -1.202 -1.502 -0.252
*
```

Values from the calculation:
LUMO level = 0.035 Ha
HOMO-LUMO gap = 9.2 eV
Molecular weight = 108.14 g/mol
SMILES = C=CN.CON.O
HOMO = -8.25 eV

=====

The structure with the most favorable energy is A; the runner-up is 0.274 eV above it.

=====

--- A ---
A 2-piece molecular cluster, C3H4P2 overall. Source: the OMol25 dataset; level of theory: ωB97M-V/def2-TZVPD.

```
! wB97M-V def2-TZVPD RIJCOSX def2/J DEFGRID3
* xyz 0 1
C 0.704 -0.110 -0.817
C 0.154 -0.279 0.396
C 0.085 0.732 1.464
P 0.938 0.783 2.954
P 1.027 2.313 1.563
H 0.710 -0.946 -1.610
H 1.139 0.846 -1.062
H -0.285 -1.287 0.799
H -1.559 1.311 1.572
*
```

Values from the calculation:
LUMO level (spin up / spin down) = -0.046 / -0.046 Ha
HOMO-LUMO gap (spin up / spin down) = 7.0 / 7.0 eV
Molecular weight = 102.01 g/mol
HOMO (spin up / spin down) = -8.25 / -8.25 eV

=====

--- B ---
One molecule with the formula C3H4P2. Source: the OMol25 dataset; level of theory: ωB97M-V/def2-TZVPD.

```
! wB97M-V def2-TZVPD RIJCOSX def2/J DEFGRID3
* xyz 0 1
P 1.562 -0.179 -0.262
C -0.150 0.278 -0.733
C -0.637 1.497 -0.104
C -1.076 0.602 0.787
P -1.525 -0.859 -0.171
H 1.051 -0.733 0.887
H 1.767 -1.438 -0.847
H -0.373 2.458 -0.047
H -0.619 -1.627 0.490
*
```

Values from the calculation:
LUMO level = 0.015 Ha
HOMO-LUMO gap = 9.2 eV
Molecular weight = 102.01 g/mol
SMILES = P[C@@]12C=C1P2
HOMO = -8.76 eV

=====

The structure with the most favorable energy is A; the runner-up is 0.526 eV above it.

=====

--- A ---
A 2-piece molecular cluster, C6H12N2 overall. Source: the OMol25 dataset; level of theory: ωB97M-V/def2-TZVPD.

```
! wB97M-V def2-TZVPD RIJCOSX def2/J DEFGRID3
* xyz 0 1
C -0.888 -0.364 0.724
C -0.736 -1.226 1.754
C 1.786 0.041 -0.606
C -1.322 0.412 -0.287
C 1.753 -1.406 -0.842
C -2.675 0.979 -0.382
N 1.514 0.775 0.442
N 1.338 2.048 0.574
H -0.789 -2.375 1.818
H -0.342 -0.929 2.636
H 1.938 0.732 -1.535
H -0.593 0.622 -1.051
H 1.184 -1.573 -1.730
H 1.274 -2.021 0.021
H 2.730 -1.766 -1.069
H -3.381 0.519 0.388
H -3.004 0.706 -1.436
H -2.658 2.114 -0.247
H 1.018 0.216 1.117
H 1.852 2.493 -0.289
*
```

Values from the calculation:
LUMO level = 0.033 Ha
HOMO-LUMO gap = 8.2 eV
Molecular weight = 112.18 g/mol
HOMO = -7.28 eV

=====

--- B ---
One molecule with the formula C6H12N2. Source: the OMol25 dataset; level of theory: ωB97M-V/def2-TZVPD.

```
! wB97M-V def2-TZVPD RIJCOSX def2/J DEFGRID3
* xyz 0 1
C -1.629 -0.356 -0.230
C -1.229 -0.534 1.020
C 0.184 -0.686 1.922
N 1.537 -0.488 1.077
C 1.821 0.449 0.003
C 0.611 0.509 -0.463
N 0.067 0.507 -1.759
C -1.394 0.299 -1.689
H -2.791 -0.558 -0.214
H -2.072 -0.634 1.678
H 0.154 -1.691 2.577
H -0.058 0.210 2.407
H 2.329 -0.421 1.827
H 2.134 1.677 -0.052
H 2.462 -0.148 -0.564
H -0.129 1.199 0.049
H 0.249 -0.435 -0.325
H 0.183 1.590 -2.098
H -1.827 -0.376 -2.259
H -2.047 1.361 -1.639
*
```

Values from the calculation:
LUMO level = 0.035 Ha
HOMO-LUMO gap = 9.2 eV
Molecular weight = 112.18 g/mol
SMILES = C1=C\CNCCNC/1
HOMO = -8.27 eV

=====

--- C ---
One molecule with the formula C6H12N2. Source: the OMol25 dataset; level of theory: ωB97M-V/def2-TZVPD.

```
! wB97M-V def2-TZVPD RIJCOSX def2/J DEFGRID3
* xyz 0 1
H -1.599 -0.639 1.660
N -0.926 0.059 1.973
C -0.030 0.341 1.176
C 1.296 1.348 1.795
C 0.568 -0.071 -0.060
C 1.009 0.968 -1.074
C -0.803 -0.994 -0.792
C -0.825 -2.327 -0.740
N -1.738 -0.240 -1.484
H 1.079 2.355 1.445
H 1.173 1.262 2.870
H 2.314 1.058 1.549
H 1.300 -0.861 0.102
H 0.326 1.815 -1.092
H 2.017 1.318 -0.858
H 0.999 0.520 -2.066
H -0.082 -2.886 -0.193
H -1.570 -2.915 -1.265
H -2.515 -0.749 -1.888
H -1.991 0.638 -1.058
*
```

Values from the calculation:
LUMO level = 0.033 Ha
HOMO-LUMO gap = 9.3 eV
Molecular weight = 112.18 g/mol
SMILES = [H]/N=C(/C)[C@H](C)C(=C)N
HOMO = -8.38 eV

=====

The structure with the most favorable energy is C; the runner-up is 2.990 eV above it.

=====

--- A ---
One molecule with the formula C6H12N2. Source: the OMol25 dataset; level of theory: ωB97M-V/def2-TZVPD.

```
! wB97M-V def2-TZVPD RIJCOSX def2/J DEFGRID3
* xyz 0 1
C -0.831 1.239 2.059
C -0.736 2.360 1.058
C -0.976 1.623 -0.292
N -0.285 0.816 -1.060
N 0.944 0.674 -0.703
C 1.479 -0.493 -0.454
C 0.670 -1.680 -0.420
C 0.606 -2.392 -1.839
H -0.579 1.478 3.151
H -1.786 0.668 1.915
H -0.040 0.377 1.513
H -1.374 3.212 1.070
H 0.189 2.684 1.018
H -1.927 1.522 -0.727
H 2.622 -0.473 -0.225
H 0.951 -2.446 0.333
H -0.372 -1.431 -0.003
H 1.546 -3.100 -2.116
H 0.235 -1.682 -2.668
H -0.337 -2.957 -1.607
*
```

Values from the calculation:
LUMO level = 0.032 Ha
HOMO-LUMO gap = 9.5 eV
Molecular weight = 112.18 g/mol
SMILES = CC/C=N\N=C/CC
HOMO = -8.65 eV

=====

--- B ---
A 2-piece molecular cluster, C6H12N2 overall. Source: the OMol25 dataset; level of theory: ωB97M-V/def2-TZVPD.

```
! wB97M-V def2-TZVPD RIJCOSX def2/J DEFGRID3
* xyz 0 1
C -1.178 0.674 -1.556
C 0.493 2.269 -0.727
N 0.043 0.883 -0.781
H -0.215 0.256 0.697
H -1.416 -0.389 -1.559
H -1.088 1.031 -2.590
H -1.997 1.209 -1.071
H 1.419 2.324 -0.155
H 0.665 2.698 -1.722
H -0.266 2.866 -0.219
C 1.651 -1.714 0.521
C 0.341 -1.941 0.738
N -0.573 -2.807 0.652
C -0.349 -0.438 1.633
C -0.772 -0.362 2.774
H -0.780 -3.102 -0.298
H 2.156 -0.881 0.987
H 0.785 0.272 -1.117
H 2.264 -2.462 0.042
H -1.183 -0.385 3.750
*
```

Values from the calculation:
LUMO level (spin up / spin down) = 0.005 / 0.005 Ha
HOMO-LUMO gap (spin up / spin down) = 7.8 / 7.8 eV
Molecular weight = 112.18 g/mol
HOMO (spin up / spin down) = -7.66 / -7.66 eV

=====

The structure with the most favorable energy is A; the runner-up is 1.950 eV above it.

=====

--- A ---
One molecule with the formula C6H12N2. Source: the OMol25 dataset; level of theory: ωB97M-V/def2-TZVPD.

```
! wB97M-V def2-TZVPD RIJCOSX def2/J DEFGRID3
* xyz 0 1
N -1.576 -0.383 1.895
C -1.003 0.689 1.059
C 0.337 1.220 1.335
C 0.059 0.303 0.083
C 0.578 -1.142 0.192
C 0.649 -1.347 -1.346
N 0.984 -0.083 -2.060
C 0.193 0.881 -1.257
H -2.224 0.038 2.587
H -2.190 -1.011 1.186
H -1.754 1.412 0.625
H 0.510 2.246 1.286
H 0.841 0.710 2.145
H 1.534 -1.232 0.637
H -0.280 -1.854 0.521
H -0.370 -1.656 -1.695
H 1.350 -2.021 -1.751
H 1.991 0.155 -1.746
H 0.631 1.858 -1.287
H -0.777 0.991 -1.750
*
```

Values from the calculation:
LUMO level = 0.036 Ha
HOMO-LUMO gap = 10.2 eV
Molecular weight = 112.18 g/mol
SMILES = N[C@H]1C[C@@]12CCNC2
HOMO = -9.24 eV

=====

--- B ---
C6H12N2 as an isolated structure. Source: the OMol25 dataset; level of theory: ωB97M-V/def2-TZVPD.

```
! wB97M-V def2-TZVPD RIJCOSX def2/J DEFGRID3
* xyz 0 1
C -0.455 2.070 -0.352
C -0.247 0.684 -0.915
C 2.960 -0.252 0.479
C -0.637 -0.593 0.089
C -1.377 -0.213 1.326
C -0.853 -1.837 -0.732
H 0.508 2.684 -0.975
H -1.405 2.534 -0.624
H -0.239 2.064 0.833
H -0.821 0.450 -2.043
H 2.712 0.050 1.513
H 3.884 -0.840 0.152
H -2.473 -0.121 1.047
H -0.744 0.917 1.444
H -0.844 -0.824 2.405
H -0.351 -2.747 -0.503
H -1.912 -2.020 -0.825
H -0.349 -1.960 -1.736
N 0.676 0.163 -0.080
N 1.967 -0.210 -0.504
*
```

Values from the calculation:
LUMO level = 0.029 Ha
HOMO-LUMO gap = 9.0 eV
Molecular weight = 112.18 g/mol
HOMO = -8.18 eV

=====

--- C ---
A 2-piece molecular cluster, C6H12N2 overall. Source: the OMol25 dataset; level of theory: ωB97M-V/def2-TZVPD.

```
! wB97M-V def2-TZVPD RIJCOSX def2/J DEFGRID3
* xyz 0 1
C 2.382 -1.382 -2.136
C 1.136 -1.124 -1.414
C 0.526 -1.541 -0.281
N -0.826 -1.223 -0.349
C -0.933 -0.412 -1.451
N 0.197 -0.360 -2.107
H 2.293 -2.366 -2.619
H 3.195 -1.390 -1.385
H 2.663 -0.645 -2.887
H 0.859 -2.158 0.550
H -1.478 -1.220 0.412
H -1.852 -0.169 -1.976
C -0.914 1.155 1.458
C -1.139 2.349 2.406
H -1.459 0.257 1.749
H -1.375 1.359 0.500
H 0.144 0.957 1.517
H -0.280 2.999 2.368
H -2.028 2.932 2.199
H -1.110 1.981 3.446
*
```

Values from the calculation:
LUMO level = 0.032 Ha
HOMO-LUMO gap = 9.5 eV
Molecular weight = 112.18 g/mol
SMILES = Cc1c[nH]cn1.CC
HOMO = -8.61 eV

=====

The structure with the most favorable energy is C; the runner-up is 1.390 eV above it.